1.
DFT (ωB97M-V/def2-TZVPD) results for a structure of composition C50H80N2O5SbY.

```
139
Properties=species:S:1:pos:R:3:mulliken_charge:R:1
Y -0.263 -0.128 0.563 -0.369
C -2.852 1.828 -0.373 -1.209
N -1.412 2.075 -0.271 1.329
C -1.157 3.167 0.679 -1.297
C -0.886 2.410 -1.601 -1.446
C 0.635 2.397 -1.629 -0.931
N 1.190 1.108 -1.205 1.310
C 1.361 0.195 -2.367 -1.677
C 0.124 -0.085 -3.157 0.127
C 0.003 0.370 -4.458 -0.634
C -1.145 0.117 -5.193 -0.376
C -2.135 -0.634 -4.572 -0.788
C -2.069 -1.131 -3.271 1.155
C -0.908 -0.820 -2.530 0.258
O -0.704 -1.147 -1.258 0.342
C -3.242 -1.994 -2.801 2.486
C -4.553 -1.200 -2.915 -1.769
C -3.132 -2.496 -1.364 -2.040
C -3.326 -3.234 -3.711 -1.868
C -1.350 0.605 -6.626 1.861
C -0.164 1.431 -7.129 -2.133
C -2.603 1.487 -6.698 -1.593
C -1.521 -0.603 -7.555 -1.646
C 2.549 1.302 -0.638 -1.448
C 2.580 2.073 0.645 0.536
C 3.084 3.364 0.682 -0.358
C 3.122 4.081 1.867 -0.238
C 2.683 3.423 3.014 -0.852
C 2.189 2.123 3.048 0.463
C 2.089 1.443 1.809 0.132
O 1.518 0.251 1.658 0.316
C 1.764 1.571 4.411 2.601
C 0.515 2.336 4.868 -1.542
C 1.450 0.073 4.438 -2.349
C 2.890 1.793 5.434 -2.055
C 3.620 5.520 1.965 1.956
C 2.490 6.415 2.494 -1.627
C 4.063 6.071 0.608 -2.120
C 4.815 5.588 2.924 -1.641
H -3.382 2.706 -0.768 0.395
H -3.258 1.593 0.610 0.170
H -3.025 0.983 -1.041 0.192
H -1.517 4.125 0.275 0.303
H -0.091 3.253 0.892 0.300
H -1.662 2.951 1.617 0.210
H -1.245 3.409 -1.902 0.488
H -1.293 1.693 -2.312 0.217
H 1.014 3.162 -0.948 0.684
H 0.996 2.663 -2.634 0.351
H 1.768 -0.743 -1.973 0.334
H 2.119 0.630 -3.037 0.494
H 0.821 0.938 -4.881 0.609
H -3.027 -0.851 -5.144 0.437
H -4.537 -0.328 -2.262 0.236
H -5.392 -1.827 -2.609 0.490
H -4.746 -0.856 -3.929 0.342
H -3.121 -1.696 -0.629 -0.040
H -2.239 -3.097 -1.216 0.037
H -4.001 -3.126 -1.160 0.662
H -3.480 -2.972 -4.755 0.319
H -4.156 -3.870 -3.399 0.508
H -2.408 -3.816 -3.643 0.317
H 0.000 2.315 -6.513 0.372
H -0.355 1.768 -8.149 0.435
H 0.756 0.846 -7.141 0.387
H -2.501 2.357 -6.050 0.313
H -3.495 0.943 -6.389 0.311
H -2.764 1.837 -7.719 0.454
H -0.637 -1.240 -7.529 0.362
H -1.676 -0.273 -8.583 0.464
H -2.378 -1.209 -7.265 0.287
H 3.181 1.803 -1.388 0.439
H 2.961 0.301 -0.475 0.342
H 3.446 3.797 -0.243 0.527
H 2.717 3.968 3.946 0.361
H -0.284 2.201 4.144 -0.099
H 0.722 3.402 4.962 0.296
H 0.176 1.967 5.839 0.575
H 0.571 -0.171 3.853 -0.004
H 1.266 -0.219 5.475 0.713
H 2.285 -0.517 4.063 0.357
H 3.121 2.844 5.588 0.396
H 3.804 1.289 5.121 0.383
H 2.590 1.383 6.399 0.517
H 1.631 6.391 1.822 0.320
H 2.830 7.449 2.579 0.454
H 2.152 6.093 3.478 0.317
H 3.246 6.066 -0.114 0.377
H 4.891 5.496 0.192 0.384
H 4.399 7.102 0.721 0.430
H 4.546 5.247 3.922 0.293
H 5.177 6.615 3.008 0.467
H 5.635 4.964 2.568 0.351
C 2.122 -4.826 3.421 -1.367
C 1.925 -3.407 2.904 0.882
C 3.259 -2.769 2.533 -1.387
Sb 0.552 -3.108 1.259 -1.054
C -1.200 -4.231 1.856 1.144
C -1.590 -3.812 3.270 -1.216
C -1.139 -5.746 1.734 -1.595
C 1.457 -4.220 -0.381 0.688
C 0.488 -4.340 -1.551 -1.433
C 2.064 -5.575 -0.045 -1.595
H 2.785 -4.822 4.290 0.479
H 2.582 -5.465 2.669 0.155
H 1.187 -5.295 3.725 0.261
H 1.475 -2.801 3.698 0.232
H 3.747 -3.317 1.723 0.312
H 3.942 -2.784 3.385 0.491
H 3.133 -1.732 2.216 0.092
H -1.973 -3.845 1.183 -0.126
H -0.888 -4.192 4.016 0.247
H -2.578 -4.204 3.522 0.440
H -1.639 -2.726 3.375 0.097
H -0.353 -6.176 2.357 0.222
H -0.963 -6.069 0.710 0.298
H -2.084 -6.188 2.058 0.485
H 2.271 -3.554 -0.696 0.396
H -0.352 -4.993 -1.306 0.180
H 0.993 -4.782 -2.412 0.560
H 0.087 -3.373 -1.844 0.155
H 1.333 -6.250 0.404 0.225
H 2.904 -5.486 0.643 0.319
H 2.433 -6.055 -0.955 0.494
O -4.514 -2.009 2.502 -0.286
C -4.367 -1.100 3.495 0.910
C -5.276 -1.065 4.554 -1.042
C -5.146 -0.137 5.570 -0.608
C -4.107 0.781 5.551 -1.191
C -3.207 0.748 4.505 -0.309
C -3.308 -0.181 3.468 0.289
C -2.270 -0.155 2.399 0.717
O -2.248 -1.034 1.496 0.369
O -1.395 0.759 2.413 -0.345
H -5.302 -2.529 2.682 0.272
H -6.091 -1.780 4.569 0.340
H -5.863 -0.135 6.380 0.379
H -4.001 1.509 6.342 0.455
H -2.384 1.445 4.465 0.460
```

Summary:
Frontier orbital gap   7.9263 eV
Lowest unoccupied orbital energy   0.545 eV

---

2.
DFT (ωB97M-V/def2-TZVPD) results for a cluster of 11 separate species, C50H82F24O25 in total.

```
181
Properties=species:S:1:pos:R:3:mulliken_charge:R:1
C 15.861 -2.999 10.467 -1.204
C 15.957 -2.416 11.863 -0.149
O 17.096 -1.558 11.967 -0.202
C 17.206 -0.678 12.995 0.315
O 16.565 -0.804 14.035 -0.516
C 18.252 0.389 12.900 0.911
F 19.074 0.149 11.845 -0.248
F 17.767 1.539 12.837 -0.247
F 18.997 0.408 13.982 -0.256
H 15.000 -3.647 10.299 0.364
H 16.714 -3.642 10.250 0.319
H 16.063 -2.252 9.699 0.315
H 15.932 -3.181 12.639 0.297
H 15.130 -1.735 12.067 0.301
C 20.957 -5.724 5.020 -1.133
C 19.689 -6.428 5.508 -0.196
O 18.597 -6.036 4.580 -0.229
C 17.314 -6.547 4.658 0.369
O 17.033 -7.499 5.348 -0.479
C 16.233 -6.006 3.626 0.780
F 15.407 -7.014 3.083 -0.251
F 15.393 -5.229 4.249 -0.224
F 16.703 -5.358 2.528 -0.228
H 20.801 -4.667 4.804 0.332
H 21.141 -6.149 4.033 0.305
H 21.720 -5.995 5.750 0.359
H 19.468 -6.097 6.523 0.304
H 19.911 -7.494 5.453 0.291
C 14.031 2.822 0.140 -1.085
C 13.827 3.867 -0.967 -0.180
O 13.157 5.012 -0.410 -0.286
C 13.839 6.092 0.034 0.343
O 15.081 6.246 0.125 -0.552
C 13.044 7.298 0.529 0.907
F 11.753 7.163 0.212 -0.242
F 13.189 7.281 1.830 -0.245
F 13.574 8.410 0.072 -0.227
H 14.426 1.896 -0.280 0.365
H 13.110 2.590 0.675 0.303
H 14.719 3.205 0.894 0.294
H 13.216 3.425 -1.754 0.294
H 14.789 4.161 -1.386 0.310
C 17.274 16.143 2.373 -1.104
C 18.712 16.373 1.930 -0.237
O 19.139 15.103 1.496 -0.315
C 19.116 14.729 0.190 0.365
O 18.708 15.383 -0.733 -0.529
C 19.562 13.320 -0.130 0.887
F 18.534 12.747 -0.768 -0.216
F 20.671 13.508 -0.847 -0.243
F 19.993 12.669 0.980 -0.236
H 17.023 16.959 3.050 0.353
H 17.079 15.168 2.820 0.293
H 16.570 16.239 1.546 0.316
H 19.456 16.784 2.612 0.404
H 18.532 16.975 1.040 0.262
C 17.659 7.729 11.755 -1.097
C 18.241 9.113 11.736 -0.239
O 19.542 9.019 12.081 -0.311
C 19.837 9.053 13.430 0.264
O 19.020 9.082 14.314 -0.506
C 21.348 8.880 13.668 0.958
F 21.890 7.901 12.931 -0.209
F 21.799 10.167 13.329 -0.272
F 21.573 8.785 14.955 -0.213
H 17.488 7.430 12.790 0.308
H 18.266 6.997 11.222 0.308
H 16.663 7.754 11.314 0.373
H 17.755 9.834 12.394 0.333
H 18.330 9.590 10.760 0.302
C 30.949 17.058 5.046 -1.123
C 30.667 15.903 5.999 -0.126
O 30.246 14.665 5.471 -0.245
C 29.912 13.641 6.334 0.348
O 29.637 13.838 7.526 -0.531
C 29.553 12.291 5.694 0.833
F 28.280 12.022 6.054 -0.202
F 29.785 12.390 4.342 -0.228
F 30.456 11.392 6.175 -0.232
H 31.134 17.928 5.676 0.351
H 30.146 17.353 4.370 0.238
H 31.724 16.839 4.312 0.333
H 29.961 16.254 6.752 0.313
H 31.641 15.690 6.439 0.270
C 30.642 2.336 -0.561 -1.152
C 29.175 2.488 -0.487 -0.201
O 28.789 3.453 0.452 -0.234
C 27.518 3.560 0.900 0.337
O 26.560 2.841 0.605 -0.545
C 27.312 4.701 1.952 0.881
F 28.265 5.611 1.650 -0.233
F 26.116 5.235 1.813 -0.224
F 27.358 4.110 3.166 -0.227
H 30.908 2.008 0.444 0.329
H 31.164 3.239 -0.877 0.307
H 30.829 1.697 -1.423 0.355
H 28.656 1.538 -0.356 0.356
H 28.960 2.862 -1.488 0.249
C 24.671 0.526 10.015 -1.110
C 24.526 -1.042 10.104 -0.241
O 24.328 -1.363 11.495 -0.200
C 23.835 -2.486 12.026 0.350
O 23.536 -3.452 11.359 -0.548
C 23.870 -2.542 13.590 0.876
F 24.156 -1.356 14.038 -0.236
F 22.659 -2.844 14.037 -0.238
F 24.796 -3.410 13.944 -0.232
H 25.257 0.862 9.160 0.386
H 25.383 0.887 10.756 0.333
H 23.777 1.148 9.972 0.289
H 25.414 -1.501 9.670 0.279
H 23.651 -1.341 9.527 0.291
C 32.691 -8.768 -0.053 -0.627
O 31.316 -9.060 0.105 -0.350
C 30.764 -8.858 1.481 -0.448
C 31.137 -7.533 2.122 -0.576
O 30.840 -6.404 1.312 -0.317
C 29.602 -5.808 1.534 -0.541
C 29.877 -4.419 2.064 -0.444
O 28.609 -3.688 2.131 -0.347
C 28.585 -2.768 3.225 -0.654
H 33.235 -9.275 0.744 0.315
H 32.973 -7.716 -0.094 0.209
H 32.929 -9.159 -1.042 0.248
H 31.048 -9.618 2.209 0.334
H 29.691 -8.943 1.311 0.334
H 32.224 -7.583 2.185 0.347
H 30.694 -7.470 3.116 0.432
H 28.944 -6.290 2.258 0.335
H 29.024 -5.753 0.612 0.335
H 30.631 -3.865 1.505 0.315
H 30.312 -4.513 3.059 0.277
H 28.928 -3.313 4.104 0.331
H 27.558 -2.433 3.369 0.244
H 29.197 -1.889 3.025 0.248
C 21.140 21.715 6.819 -0.746
O 21.322 20.315 6.531 -0.317
C 21.911 19.534 7.569 -0.694
C 23.309 19.175 7.109 -0.376
O 23.321 18.473 5.881 -0.235
C 24.616 17.944 5.552 -0.586
C 24.834 17.917 4.007 -0.408
O 25.443 16.611 3.675 -0.341
C 26.324 16.692 2.484 -0.670
H 21.039 22.338 5.930 0.252
H 22.005 22.141 7.327 0.328
H 20.240 21.885 7.409 0.287
H 21.225 18.713 7.781 0.336
H 22.004 20.105 8.493 0.398
H 23.844 18.692 7.927 0.398
H 23.807 20.138 7.002 0.290
H 24.730 16.938 5.956 0.337
H 25.469 18.514 5.920 0.325
H 25.504 18.751 3.797 0.279
H 23.942 18.015 3.389 0.340
H 26.480 15.684 2.101 0.252
H 27.284 17.140 2.742 0.218
H 25.866 17.257 1.672 0.333
C 20.974 10.021 6.014 -0.719
O 20.292 8.924 5.378 -0.319
C 20.815 7.647 5.645 -0.337
C 20.099 6.619 4.787 -0.450
O 20.590 5.260 4.952 -0.271
C 19.823 4.301 4.195 -0.564
C 20.665 2.970 4.260 -0.560
O 20.763 2.401 5.514 -0.328
C 19.542 2.126 6.209 -0.625
H 20.379 10.915 5.826 0.243
H 21.935 10.145 5.514 0.310
H 21.216 9.845 7.062 0.288
H 20.619 7.435 6.696 0.247
H 21.901 7.701 5.560 0.325
H 20.243 6.886 3.740 0.265
H 19.024 6.564 4.963 0.282
H 19.617 4.565 3.158 0.425
H 18.860 4.184 4.691 0.374
H 21.676 3.251 3.965 0.271
H 20.336 2.261 3.501 0.395
H 18.884 1.567 5.543 0.309
H 19.120 3.073 6.544 0.216
H 19.673 1.656 7.184 0.224
```

Summary:
SMILES   CCOC(=O)C(F)(F)F.CCOC(=O)C(F)(F)F.CCOC(=O)C(F)(F)F.CCOC(=O)C(F)(F)F.CCOC(=O)C(F)(F)F.CCOC(=O)C(F)(F)F.CCOC(=O)C(F)(F)F.CCOC(=O)C(F)(F)F.COCCOCCOC.COCCOCCOC.COCCOCCOC
Energy relative to the best compared isomer or geometry (same formula, charge and spin)   751.6 kJ/mol
Frontier orbital gap   9.6991 eV
Lowest unoccupied orbital energy   0.171 eV

---

Which value of lowest unoccupied orbital energy does entry 2 give?
0.171 eV

---

Which of these has the highest frontier orbital gap?
C50H82F24O25

---

Look up the lowest unoccupied orbital energy of the second one.
0.171 eV